(1)
{"formula": "C16H32AlAsClF11Li2MgN4O8S2", "method": "ωB97M-V with the def2-TZVPD basis set", "elements": ["N", "C", "C", "O", "S", "O", "O", "C", "C", "C", "C", "C", "C", "C", "S", "C", "N", "N", "C", "O", "H", "H", "H", "H", "H", "H", "H", "H", "H", "H", "H", "H", "H", "H", "H", "H", "H", "H", "H", "F", "As", "F", "F", "F", "F", "F", "Li", "F", "O", "H", "H", "C", "C", "C", "O", "C", "H", "H", "H", "H", "H", "H", "H", "H", "Li", "F", "Al", "F", "F", "F", "Mg", "C", "N", "O", "O", "H", "H", "H", "Cl"], "xyz": [[1.99077, 3.62175, 3.96249], [2.16436, 3.97149, 2.70885], [3.20783, 3.14238, 1.78872], [2.51297, 2.68876, 0.59057], [3.54162, 1.78416, -0.42837], [3.84831, 2.69444, -1.59616], [4.92472, 1.43108, 0.46254], [5.28918, 0.03315, 0.38910], [4.06992, -1.00286, 0.50022], [3.17146, -0.85273, 1.86598], [1.63876, -1.41231, 1.71561], [0.75514, -0.63595, 0.61291], [-0.75270, -0.41747, 1.15525], [-1.63443, -1.70692, 0.77037], [-3.19246, -1.04925, -0.06198], [-3.98185, 0.19588, 1.03186], [-4.31709, 0.02039, 2.40076], [-4.90692, 1.20871, 2.73266], [-4.92054, 2.08980, 1.60942], [-4.29987, 1.46498, 0.47448], [2.58498, 2.81418, 4.20995], [1.56880, 4.83385, 2.24434], [4.06793, 3.82918, 1.48259], [3.60933, 2.31273, 2.46000], [5.96957, -0.16579, 1.29892], [5.94661, -0.20424, -0.52534], [4.55454, -2.05735, 0.56952], [3.40015, -1.05109, -0.46888], [3.19949, 0.18718, 2.32786], [3.67816, -1.56044, 2.64352], [1.12546, -1.25160, 2.73399], [1.63699, -2.55003, 1.48896], [1.19445, 0.40894, 0.48359], [0.73168, -1.19210, -0.40182], [-1.13224, 0.56676, 0.62907], [-0.77358, -0.24641, 2.28366], [-1.89102, -2.29949, 1.72262], [-1.03500, -2.38007, 0.07626], [-5.39184, 3.13300, 1.68211], [7.79682, -2.96373, 4.47743], [8.00948, -2.31683, 2.82612], [8.02082, -0.65246, 3.48086], [6.21928, -2.21865, 2.63877], [8.20910, -1.66604, 1.17241], [7.98433, -3.97747, 2.16973], [9.78138, -2.40939, 3.01005], [2.66777, -2.61369, 0.29691], [-0.58262, 1.19672, -0.67547], [-5.86905, 5.25972, 1.70575], [-6.68977, 5.76058, 1.78511], [-5.18113, 5.93655, 1.70165], [-4.43707, -0.81869, -5.31138], [-4.20252, -0.26406, -3.92376], [-2.83397, -0.82703, -3.58355], [-2.12296, -0.95498, -4.82170], [-3.04300, -0.77358, -5.90609], [-5.16703, -0.25376, -5.89374], [-4.78190, -1.85598, -5.24352], [-4.15641, 0.82861, -3.96352], [-4.97641, -0.54814, -3.19970], [-2.91360, -1.82275, -3.13809], [-2.27270, -0.18408, -2.90083], [-2.83708, 0.20145, -6.36016], [-2.88246, -1.54891, -6.65834], [-5.70282, -1.03449, -1.27178], [-0.79846, 5.94316, 2.73404], [-1.79034, 4.65280, 2.05060], [-2.38323, 5.14948, 0.42470], [-3.17227, 4.34396, 3.10574], [-0.82500, 3.18628, 1.89854], [4.69202, -1.03813, 4.16498], [-3.35062, -5.78444, -4.05610], [-3.22504, -4.76543, -2.98160], [-4.00967, -3.82890, -2.99956], [-2.34550, -4.93868, -2.15889], [-4.17090, -5.50203, -4.71307], [-2.40820, -5.80392, -4.60179], [-3.55104, -6.74237, -3.57809], [-2.98570, 5.44870, -1.28972]], "mulliken_charge": [-0.653, -0.039, -0.012, -0.223, 0.531, -0.565, -0.374, -0.490, -1.353, 1.458, -1.493, 0.393, -0.869, -0.649, -0.073, 0.281, -0.258, -0.338, 0.107, -0.099, 0.241, 0.322, 0.338, -0.006, 0.031, 0.309, 0.700, 0.533, -0.057, -0.195, 0.389, 0.131, -0.180, 0.387, 0.487, 0.312, 0.260, 0.409, 0.264, -0.467, 1.915, -0.463, -0.444, -0.478, -0.482, -0.493, 0.980, -0.916, -0.586, 0.285, 0.264, -0.509, 0.383, 0.467, -0.434, -0.571, 0.345, 0.206, 0.401, -0.676, -0.354, 0.249, 0.295, 0.297, 0.930, -0.410, 0.524, 0.029, -0.419, -0.180, 0.200, -0.758, 0.852, -0.485, -0.505, 0.308, 0.305, 0.295, 0.142], "charge": 0, "homo_energy_ev": -6.0, "spin_multiplicity": 1, "lumo_energy_ev": -4.7, "homo_lumo_gap_ev": 1.322}

---

(2)
{"formula": "C3H5NOS2", "method": "ωB97M-V with the def2-TZVPD basis set", "elements": ["C", "C", "C", "N", "O", "S", "S", "H", "H", "H", "H", "H"], "xyz": [[0.26852, -0.29374, -0.02189], [-1.90364, 1.42922, 0.36444], [1.55443, -0.90048, -0.17252], [-1.71690, -1.24912, 0.66772], [-3.33460, -0.27631, -1.21078], [-0.15001, 1.24127, -0.07349], [-2.83336, -0.28833, 0.19157], [-1.92195, 1.75382, 1.42252], [-2.26125, 2.35354, -0.22925], [1.61278, -1.64925, -1.03589], [1.95666, -1.11437, 0.87129], [2.22740, -0.12157, -0.40590]], "nbo_charge": [-0.043, -0.783, -0.753, -0.789, -0.962, 0.561, 1.476, 0.247, 0.260, 0.280, 0.289, 0.217], "charge": 0, "homo_energy_ev": -8.7, "spin_multiplicity": 1, "relative_energy_kcal_mol": 151.1, "lumo_energy_ev": -0.9, "homo_lumo_gap_ev": 7.833}

---

(3)
{"formula": "C4H9N3S", "method": "ωB97M-V with the def2-TZVPD basis set", "elements": ["S", "N", "C", "N", "N", "C", "C", "C", "H", "H", "H", "H", "H", "H", "H", "H", "H"], "xyz": [[0.10028, 1.20071, 2.92586], [0.50415, -0.10634, 1.92187], [0.57969, 0.07742, 0.65313], [1.05241, -0.93057, -0.14947], [0.82712, -0.94407, -1.53684], [-0.60289, -0.82302, -1.87712], [-1.15194, -0.39105, -3.20644], [-1.27398, 0.48009, -1.98490], [-0.00618, 0.39186, 4.01329], [0.28181, 1.00363, 0.10972], [1.19660, -1.83043, 0.27381], [1.41210, -0.26396, -1.99100], [-1.18487, -1.64474, -1.41771], [-0.41400, -0.07165, -3.97701], [-1.96319, -0.90561, -3.56906], [-0.64020, 1.34638, -1.86951], [-2.27762, 0.56935, -1.54321]], "nbo_charge": [0.149, -0.653, 0.244, -0.451, -0.445, -0.075, -0.419, -0.448, 0.122, 0.157, 0.390, 0.354, 0.207, 0.214, 0.220, 0.212, 0.222], "charge": 0, "homo_energy_ev": -7.9, "spin_multiplicity": 1, "smiles": "S/N=C/NNC1CC1", "relative_energy_kcal_mol": 67.9, "lumo_energy_ev": 1.0, "homo_lumo_gap_ev": 8.969}